Computed, not measured: a cluster of 2 separate species, C4H7NO2 in total, with wB97M-V/def2-TZVPD.

Summary:
- molecular weight (Da) = 101.10
- SMILES = O=C1CN=C[C@@H]1O.[H][H]
- max |F| (eV Å⁻¹) = 0.68
- electronic energy (eV) = -9844.5359
- HOMO (eV) = -9.81
- Kohn-Sham gap (eV) = 10.43
- energy relative to the best compared isomer or geometry (same formula, charge and spin) (kJ/mol) = 264.7

Geometry as XYZ:
```
14
Properties=species:S:1:pos:R:3:forces:R:3:nbo_charge:R:1
O 0.54689 -2.05756 -0.51803 -0.3003 0.5466 0.2648 -0.52
C 0.00941 -1.10275 -0.00722 0.2230 -0.5308 -0.1971 0.58
C -1.45178 -0.68975 -0.02463 -0.0229 -0.1330 -0.0608 -0.38
N -1.45565 0.74155 0.30029 0.2444 0.0256 0.0517 -0.38
C -0.27106 1.11419 0.57732 -0.2722 0.0037 0.4290 0.12
C 0.75246 0.01429 0.70484 -0.2169 -0.0608 0.2037 -0.09
O 2.05185 0.22501 0.23996 -0.0774 -0.0806 -0.1428 -0.69
H -1.90276 -0.88352 -1.00524 0.0540 0.1268 0.1436 0.24
H -2.03212 -1.26741 0.70545 0.1033 0.0997 -0.0367 0.24
H -0.03068 2.14356 0.83729 -0.1395 -0.0363 -0.1260 0.20
H 0.75650 -0.21797 1.78272 0.0920 -0.1880 0.0280 0.20
H 2.31019 -0.60964 -0.18512 0.0740 0.1528 0.0179 0.49
H 0.71286 1.31025 -1.60785 0.3139 0.0162 -0.2579 0.00
H 0.00390 1.27975 -1.79978 -0.0753 0.0582 -0.3173 0.00
```
Positions in Å, forces in eV/Å.